The following is a quantum chemistry calculation of a 4-piece molecular cluster, C46H93N6O9 overall, from the OMol25 dataset.

XYZ file:
```
154
Properties=species:S:1:pos:R:3:forces:R:3:mulliken_charge:R:1
C 10.40692 -0.51980 2.21292 -0.369 0.014 -0.573 -0.89
C 10.33951 -1.35171 0.86474 -0.552 0.826 -0.074 -0.60
C 8.87198 -1.92699 0.57105 0.982 -0.416 -0.881 1.42
C 8.87890 -3.50850 0.33155 -0.363 1.218 0.087 -1.06
C 9.19081 -4.34261 1.63549 -0.220 0.162 -0.527 -0.73
C 8.37206 -3.89660 2.91517 -0.428 -0.432 -0.596 -0.69
C 6.81888 -3.68033 2.65319 -0.012 0.149 0.923 1.03
C 5.89823 -4.55743 3.62975 -0.579 1.311 -1.379 -1.17
C 4.50676 -3.76463 3.76232 0.797 -1.343 0.129 0.02
C 3.70336 -4.03537 2.43099 -1.001 0.009 0.912 -0.56
C 2.63591 -2.89073 2.06956 0.060 -2.119 0.461 -0.68
N 3.28603 -1.88375 1.17363 -0.029 0.644 -1.206 0.46
C 3.34311 -2.24328 -0.16986 1.571 2.372 -1.989 0.01
O 2.85571 -3.50051 -0.61574 -1.743 1.774 -0.345 -0.34
C 1.60224 -3.29732 -1.16164 1.577 -0.950 2.160 0.45
N 0.45385 -3.25560 -1.25021 0.590 0.317 -0.919 -0.44
C 3.91159 -1.38582 -1.21341 0.034 0.876 2.575 -0.89
C 4.45236 -0.07947 -0.80820 -0.612 -1.598 2.513 0.72
C 5.01784 0.83365 -1.93479 -0.196 0.693 -1.629 0.26
O 4.45664 0.82179 -3.00452 0.075 -0.419 1.324 -0.51
O 6.09238 1.69918 -1.79546 -0.524 -1.460 0.697 -0.33
C 7.35713 0.98982 -1.67554 0.642 0.081 0.150 -0.44
C 4.39266 0.29974 0.64117 -0.394 -1.495 -1.240 0.36
C 4.95654 1.70587 1.00293 0.730 0.177 -0.322 -0.46
C 4.20155 2.93297 0.32424 -0.883 -0.028 0.497 -1.38
C 2.68304 2.68414 -0.04993 -0.084 1.825 -0.492 0.16
C 2.26519 3.85355 -1.08044 0.373 -0.674 -0.408 -0.67
C 2.24533 3.30416 -2.58586 -0.308 0.094 0.117 -0.52
N 1.02509 3.78545 -3.33517 1.600 -0.558 -0.465 -0.43
C 3.80657 -0.65758 1.62991 0.508 1.081 -1.673 -0.61
C 3.79398 -0.25357 3.13848 0.317 0.198 0.214 0.28
C 5.31551 -0.09777 3.66026 -0.494 -0.457 0.290 -1.32
C 2.92401 1.06009 3.44045 -0.482 -0.884 1.298 -0.17
C 2.42126 0.88858 4.95710 0.955 1.104 -0.571 -1.28
H 9.91264 0.48719 2.05455 0.473 -1.086 0.122 0.23
H 11.46583 -0.30553 2.51327 -1.030 -0.385 -0.044 0.33
H 9.80646 -1.03835 3.01299 0.959 0.477 -0.567 0.20
H 11.10197 -2.17179 0.79096 -0.706 0.699 0.373 0.35
H 10.59482 -0.61878 0.03767 -0.180 -0.937 0.822 0.30
H 8.57832 -1.48764 -0.43142 -0.067 -0.378 1.238 -0.13
H 8.13052 -1.62963 1.36537 0.719 -0.212 -0.777 -0.86
H 7.86274 -3.74147 -0.11380 1.100 -0.102 0.587 0.25
H 9.63042 -3.67805 -0.49517 -0.704 -0.147 0.997 0.52
H 8.94928 -5.42389 1.39521 0.425 1.128 0.420 0.33
H 10.29226 -4.25079 1.85136 -1.067 -0.264 -0.132 0.34
H 8.46580 -4.73955 3.66206 0.105 1.124 -0.593 0.45
H 8.76392 -2.93396 3.35015 -0.125 -1.185 -0.368 0.13
H 6.57487 -2.59834 2.88897 0.309 -1.110 -0.337 -0.68
H 6.51346 -3.83183 1.57724 0.470 -0.033 1.113 0.00
H 5.67788 -5.52357 3.08173 0.327 0.770 1.046 0.27
H 6.37127 -4.73303 4.62893 -0.365 0.140 -0.983 0.49
H 4.66731 -2.67387 3.96066 0.067 -1.028 -0.306 -0.26
H 4.00616 -4.19016 4.68156 -0.005 0.536 -1.174 0.46
H 4.37969 -4.25800 1.55478 -0.709 0.525 0.900 0.25
H 3.10120 -4.98145 2.59570 0.650 1.042 -0.271 0.46
H 2.16375 -2.43708 2.97671 0.762 -0.124 -0.961 0.61
H 1.80110 -3.44590 1.54441 0.922 1.208 0.162 -0.02
H 3.93445 -1.68770 -2.29181 -0.132 0.151 1.300 0.60
H 8.06187 1.61478 -1.05115 -0.950 -0.757 -0.544 0.27
H 7.82337 0.88340 -2.69670 -0.647 -0.102 1.027 0.37
H 7.15035 -0.00355 -1.19516 0.590 0.815 -0.414 0.12
H 5.03598 1.91906 2.09532 -0.227 -0.666 -1.036 0.33
H 6.02058 1.72777 0.60907 -1.162 -0.118 0.553 0.26
H 4.72023 3.34628 -0.58000 -0.235 -0.747 0.863 0.53
H 4.20248 3.76697 1.09196 0.079 -0.873 -0.938 0.37
H 2.02204 2.81149 0.85944 0.793 -0.592 -0.918 0.30
H 2.47641 1.72590 -0.59332 0.245 0.641 0.838 0.08
H 3.05075 4.66359 -1.07195 -0.943 -0.652 0.327 0.37
H 1.27286 4.30239 -0.78899 0.990 -0.561 -0.570 0.25
H 2.21177 2.18092 -2.63587 0.214 0.991 0.432 0.12
H 3.18712 3.61047 -3.13301 -0.940 -0.320 0.699 0.25
H 0.61256 2.94405 -3.75900 0.039 0.699 0.116 0.23
H 1.38670 4.34025 -4.12336 -0.561 -0.255 0.378 0.25
H 3.35432 -1.04330 3.81550 0.301 0.679 -1.297 0.77
H 6.03465 -0.43514 2.86777 -0.515 0.659 0.749 0.00
H 5.47340 -0.79439 4.53872 -0.158 0.895 -0.933 0.38
H 5.50058 0.95527 4.01487 -0.011 -1.127 -0.531 0.52
H 3.53175 2.00015 3.43771 -0.539 -0.909 -0.420 0.29
H 2.02868 1.13624 2.76692 0.991 0.047 0.450 0.23
H 1.60603 0.12947 5.06178 0.821 0.661 -0.003 0.30
H 3.34903 0.63785 5.55424 -1.218 -0.046 -0.387 0.32
H 2.10051 1.90491 5.33693 0.016 -1.283 -0.378 0.41
C -2.55449 2.69427 -1.01989 0.002 0.324 0.173 -0.69
O -2.09375 4.01670 -1.23348 0.005 -0.495 -0.131 -0.32
C -1.88198 4.33172 -2.61267 -0.173 0.894 0.000 -0.67
C -2.92793 5.32481 -3.10794 -0.199 -0.548 0.212 -0.23
N -4.24956 4.70810 -3.20103 0.118 0.199 0.009 -0.24
C -5.34132 5.66002 -3.40834 -0.097 -0.232 0.175 -0.59
C -5.59574 6.70385 -2.31341 -0.351 0.067 -0.346 -0.68
O -6.08327 6.15971 -1.09302 0.430 0.168 -0.022 -0.40
C -5.08033 5.65565 -0.22659 -0.400 -0.085 0.135 -0.53
H -2.50549 2.49032 0.05100 0.015 0.072 -0.031 0.24
H -3.59523 2.58396 -1.33866 0.013 -0.211 -0.085 0.28
H -1.92712 1.96569 -1.54223 -0.060 -0.042 -0.054 0.30
H -1.85519 3.43451 -3.24004 -0.153 -0.034 0.122 0.34
H -0.90339 4.80334 -2.67519 -0.087 -0.081 -0.016 0.41
H -2.63403 5.69204 -4.09625 -0.022 0.007 0.015 0.38
H -2.93058 6.17184 -2.41330 0.206 0.127 -0.023 0.18
H -4.43412 4.19747 -2.34618 0.036 0.015 -0.077 0.00
H -6.25439 5.06771 -3.52092 -0.047 0.142 -0.022 0.23
H -5.18314 6.17537 -4.36188 0.049 0.037 0.072 0.43
H -6.39024 7.36134 -2.67847 -0.009 -0.065 0.039 0.42
H -4.73119 7.35207 -2.13305 0.103 -0.136 0.105 0.43
H -4.14231 6.20973 -0.30642 0.022 -0.065 -0.098 0.32
H -4.91497 4.59266 -0.41788 0.254 -0.014 0.039 0.08
H -5.44583 5.74316 0.79889 -0.038 0.072 -0.067 0.35
C -11.66513 0.58482 -4.08079 -0.138 0.252 0.056 -0.70
O -11.97562 1.20307 -2.84311 0.208 -0.361 -0.143 -0.34
C -11.28976 0.63004 -1.73183 -0.093 0.370 0.363 -0.79
C -10.23868 1.59141 -1.18776 0.004 -0.150 -0.420 -0.16
N -9.11805 1.73759 -2.11351 -0.068 0.005 0.144 -0.32
C -8.21270 2.83845 -1.78400 -0.122 0.019 -0.261 -0.70
C -8.78134 4.26301 -1.80402 0.486 0.116 0.093 -0.39
O -9.13727 4.72801 -3.10034 -0.189 -0.108 0.271 -0.39
C -10.42313 4.32697 -3.54525 0.225 0.182 -0.292 -0.58
H -12.36679 0.95819 -4.82740 -0.003 0.021 0.100 0.24
H -10.65323 0.84388 -4.40652 0.061 -0.178 -0.074 0.29
H -11.76859 -0.50192 -4.01885 0.066 -0.009 -0.020 0.34
H -10.85135 -0.34298 -1.97730 0.052 0.110 -0.138 0.41
H -12.04023 0.46560 -0.95355 0.020 -0.020 0.011 0.40
H -9.86558 1.21140 -0.23138 0.010 0.024 -0.011 0.35
H -10.73465 2.55069 -1.00618 -0.143 -0.022 0.175 0.18
H -9.48054 1.89484 -3.04593 0.012 -0.037 0.075 0.09
H -7.39518 2.79689 -2.51094 0.021 0.084 0.052 0.38
H -7.76814 2.64630 -0.80068 -0.092 0.039 0.024 0.38
H -7.98402 4.92947 -1.46286 -0.063 -0.051 -0.062 0.14
H -9.60813 4.40106 -1.09839 -0.148 -0.125 -0.116 0.40
H -11.13753 4.23125 -2.72443 0.048 -0.100 0.022 0.29
H -10.35496 3.39103 -4.10438 -0.223 -0.102 0.067 0.18
H -10.79318 5.08713 -4.23627 0.068 0.025 0.070 0.30
C -5.98785 -5.01137 2.51760 0.004 -0.253 -0.152 -0.70
O -5.90613 -5.25695 1.12345 0.004 0.337 0.276 -0.34
C -5.66519 -4.08252 0.35080 0.110 -0.219 -0.452 -0.80
C -4.25939 -4.10017 -0.23912 -0.093 0.019 0.398 -0.19
N -3.24297 -3.92132 0.79592 0.012 -0.104 -0.045 -0.26
C -1.87945 -4.19535 0.34425 -0.325 -0.084 0.169 -0.64
C -1.55764 -5.62004 -0.12533 0.360 0.166 0.104 -0.52
O -1.58571 -6.59415 0.90899 -0.135 0.094 -0.271 -0.44
C -2.87576 -7.10462 1.21190 0.229 -0.145 0.268 -0.54
H -6.35578 -5.91909 2.99693 0.007 0.016 -0.100 0.24
H -5.00229 -4.78270 2.93486 -0.044 0.150 0.132 0.29
H -6.68231 -4.19608 2.73717 0.054 0.033 0.035 0.34
H -5.84508 -3.16842 0.92610 0.104 -0.103 0.101 0.41
H -6.38333 -4.09875 -0.47342 0.013 0.036 0.001 0.41
H -4.16818 -3.29376 -0.97335 0.024 -0.021 0.010 0.37
H -4.13486 -5.05500 -0.76045 -0.133 -0.003 -0.178 0.16
H -3.45049 -4.54021 1.57039 -0.055 0.063 -0.064 0.11
H -1.21920 -3.96592 1.18811 0.076 -0.041 -0.039 0.25
H -1.62567 -3.49266 -0.45032 -0.188 -0.124 0.026 0.48
H -0.52564 -5.61115 -0.48962 -0.028 -0.038 0.025 0.32
H -2.17127 -5.93550 -0.97572 -0.152 0.004 0.098 0.35
H -3.52688 -7.13944 0.33579 -0.011 0.114 0.019 0.29
H -3.33716 -6.51721 2.00839 -0.233 -0.014 -0.086 0.16
H -2.75536 -8.12109 1.59141 0.080 0.043 -0.070 0.30
```
Positions in Å, forces in eV/Å.

Its HOMO energy is -0.3485 Ha. The value obtained for the largest force on an atom is 3.5 eV/A. As for the spin multiplicity: 1. The net charge is +1. As for the gap between HOMO and LUMO: 4.8 eV.